Molecular formula: C6H7N
Method: DFT, the ωB97M-V functional and the def2-TZVPD basis

* total energy: -7821.9563 eV
* orbital gap: 10.86 eV

Geometry (Å):
N 1.6207 0.0506 2.8341
C 0.9129 0.2343 1.9383
C -0.0067 0.4494 0.8187
C -0.7505 -0.7869 0.3453
C -1.1727 -0.4968 -0.9610
C -0.3404 0.4889 -1.4848
C 0.6166 0.8279 -0.5144
H -0.7394 1.2206 1.0945
H 0.7071 -1.2730 -0.0471
H -1.2512 -1.4617 1.0325
H -1.8994 -1.0749 -1.5209
H -0.3132 0.8066 -2.5212
H 1.2665 -0.6074 -0.4001
H 1.3497 1.6225 -0.6139

***

Molecular formula: C34H31AuBN6S5
Method: DFT, the ωB97M-V functional and the def2-TZVPD basis

* total energy: -103252.6935 eV
* net charge: -1
* orbital gap: 6.85 eV

Geometry (Å):
Au 0.0019 -0.1432 0.7068
C -1.2956 2.2178 -4.3344
C -1.2829 2.2110 -2.8403
C -1.8004 3.1668 -1.9991
C -1.5171 2.7159 -0.6924
N -0.8832 1.5468 -0.7654
N -0.7334 1.2465 -2.0679
B 0.0166 0.0017 -2.5916
N -0.6684 -1.3294 -2.2193
N -0.6767 -1.7913 -0.9586
C -1.2877 -2.9726 -0.9744
C -1.7072 -3.2650 -2.2884
C -1.2813 -2.2013 -3.0511
C -1.4629 -1.9826 -4.5184
C -1.5022 -3.8064 0.2150
C -2.7320 -4.4431 0.3900
C -2.9607 -5.2464 1.4946
C -1.9615 -5.4250 2.4430
C -0.7343 -4.8055 2.2687
C -0.5027 -4.0051 1.1616
N 1.4770 0.0018 -2.0782
N 1.8239 0.0052 -0.7714
C 3.1614 -0.0173 -0.7162
C 3.6699 -0.0524 -2.0307
C 2.5752 -0.0379 -2.8589
C 2.5544 -0.0485 -4.3521
C 3.9870 -0.0016 0.5035
C 3.4599 -0.0026 1.7960
C 4.2988 0.0166 2.8996
C 5.6765 0.0307 2.7409
C 6.2132 0.0339 1.4645
C 5.3771 0.0206 0.3620
C -1.8516 3.4145 0.5581
C -2.5077 4.6467 0.5051
C -2.8368 5.3316 1.6625
C -2.5103 4.8036 2.9028
C -1.8497 3.5859 2.9691
C -1.5275 2.8961 1.8123
H -1.8069 3.1169 -4.6745
H -0.2848 2.2188 -4.7453
H -1.8180 1.3492 -4.7382
H -2.3028 4.0710 -2.2973
H 0.0364 0.0728 -3.7813
H -2.2007 -4.1599 -2.6308
H -2.0301 -2.8140 -4.9331
H -2.0127 -1.0591 -4.7064
H -0.5051 -1.9192 -5.0371
H -3.5149 -4.2844 -0.3419
H -3.9185 -5.7380 1.6154
H -2.1444 -6.0432 3.3133
H 0.0490 -4.9348 3.0052
H 0.4564 -3.5233 1.0236
H 4.7006 -0.0826 -2.3394
H 3.5783 -0.0611 -4.7220
H 2.0347 -0.9268 -4.7380
H 2.0536 0.8351 -4.7500
H 2.3834 -0.0144 1.9261
H 3.8836 0.0225 3.8964
H 6.3200 0.0424 3.6118
H 7.2874 0.0497 1.3248
H 5.8139 0.0311 -0.6284
H -2.7661 5.0817 -0.4519
H -3.3497 6.2839 1.5981
H -2.7685 5.3360 3.8098
H -1.5908 3.1691 3.9339
H -1.0182 1.9434 1.8701
C -4.0036 -1.3206 4.8749
S -3.6156 0.4411 4.6313
C -1.8829 0.4310 4.9067
C -0.9575 -0.0807 4.0534
S -1.3047 -0.9142 2.5977
S 0.6984 0.0510 4.6509
C 0.3837 0.8849 6.1381
S 1.5597 1.3492 7.1880
S -1.3035 1.1510 6.3991
H -5.0778 -1.4149 4.7253
H -3.7324 -1.6164 5.8860
H -3.4596 -1.9047 4.1362

***

Molecular formula: C4H11NO2
Method: DFT, the ωB97M-V functional and the def2-TZVPD basis

* total energy: -9901.2111 eV
* net charge: +1
* spin multiplicity: 2
* orbital gap (alpha / beta): 11.55 / 6.49 eV

Geometry (Å):
C -2.0215 -0.5765 -0.4345
C -0.5444 -0.9742 -0.6504
N 0.4800 -0.0213 -0.3447
C 1.7446 -0.1285 -1.1323
C 0.2301 1.3398 0.1125
O -0.3879 -2.1515 -0.8383
H -2.1764 0.4759 -0.8199
H -2.6008 -1.2461 -1.0297
H -2.2581 -0.7980 0.5734
H 1.8751 0.4707 -1.9675
H 1.8363 -1.1204 -1.5185
H 2.5784 0.1323 -0.5600
H 1.1688 1.7096 0.6426
H -0.0306 2.0479 -0.7582
H -0.5824 1.4043 0.6700
H 0.4089 -0.2162 1.9617
H 0.3458 0.1516 3.3096
O -0.0656 -0.4994 2.7843

***

Molecular formula: CH4INS
Method: DFT, the ωB97M-V functional and the def2-TZVPD basis

* total energy: -21522.9695 eV
* orbital gap (alpha / beta): 7.54 / 7.39 eV

Geometry (Å):
C 0.5523 0.4364 -0.2414
N 0.3836 -2.1073 0.2508
S 1.3343 -0.9042 0.6825
I 0.5599 -4.0396 0.8717
H 0.6371 0.1645 -1.3678
H 0.9615 1.3279 -0.0718
H -0.4351 0.5326 0.0944
H -1.1201 -1.7785 1.0941

***

Molecular formula: C52H49Cl3F7NO
Method: DFT, the ωB97M-V functional and the def2-TZVPD basis

* total energy: -114839.9692 eV
* orbital gap: 9.24 eV
* structure (SMILES): CC[C@@H](Cl)[C@@H]1C(=O)NC[C@H]1/C(Cl)=C(\C)Cl.Fc1ccccc1.Fc1ccccc1.Fc1ccccc1.Fc1ccccc1.Fc1ccccc1.Fc1ccccc1.Fc1ccccc1

Geometry (Å):
C 1.2404 4.6166 1.4031
C 0.5994 4.2092 -0.0500
C 0.2225 2.6199 -0.2209
Cl 1.6384 1.6207 -0.9768
C -0.3982 1.9067 1.1179
C -1.6241 2.7118 1.8513
O -2.5558 3.4260 1.2148
N -1.3836 2.4418 3.3293
C -0.6042 1.1166 3.4627
C 0.5890 1.4048 2.3265
C 1.3826 -0.0288 2.2054
Cl 0.4591 -1.6713 2.0548
C 2.8760 -0.0727 2.2215
C 3.8803 1.2249 2.3128
Cl 3.7163 -1.7611 2.1340
H 1.5331 5.7726 1.4437
H 0.4973 4.4627 2.3170
H 2.2255 4.0324 1.6854
H 1.4427 4.4351 -0.8628
H -0.3090 4.9181 -0.2941
H -0.6371 2.5750 -1.0482
H -0.8372 0.8920 0.6711
H -2.2996 2.1661 3.7464
H -1.3646 0.3442 2.9806
H -0.1626 0.8848 4.5211
H 1.2002 2.2448 2.8718
H 4.7644 1.0407 3.0827
H 3.3669 2.2261 2.6337
H 4.2900 1.4063 1.2073
F 4.0565 -4.3545 -3.2482
C 2.8174 -4.2971 -2.7421
C 1.7792 -4.9486 -3.3989
C 0.4899 -4.8934 -2.8696
C 0.2510 -4.1774 -1.6940
C 1.2988 -3.5226 -1.0448
C 2.5898 -3.5874 -1.5683
H 1.9822 -5.4928 -4.3155
H -0.3272 -5.4058 -3.3713
H -0.7556 -4.1309 -1.2839
H 1.1097 -2.9626 -0.1322
H 3.4175 -3.0918 -1.0719
F -2.9342 -4.9017 -2.0236
C -3.5735 -4.1907 -2.9619
C -3.3389 -4.4635 -4.3051
C -4.0081 -3.7269 -5.2825
C -4.8972 -2.7174 -4.9052
C -5.1220 -2.4478 -3.5544
C -4.4612 -3.1920 -2.5774
H -2.6386 -5.2457 -4.5793
H -3.8376 -3.9376 -6.3353
H -5.4155 -2.1402 -5.6679
H -5.8113 -1.6589 -3.2632
H -4.6309 -3.0018 -1.5229
F -1.4514 5.8236 4.4459
C -2.6904 5.8810 4.9520
C -3.7286 5.2296 4.2951
C -5.0179 5.2848 4.8245
C -5.2568 6.0007 6.0001
C -4.2090 6.6555 6.6493
C -2.9180 6.5908 6.1258
H -3.5256 4.6853 3.3786
H -5.8350 4.7724 4.3228
H -6.2634 6.0472 6.4102
H -4.3981 7.2155 7.5619
H -2.0903 7.0863 6.6222
F 1.2849 7.5327 1.8581
C 0.7812 8.5711 2.5383
C 0.3998 9.7186 1.8517
C -0.1294 10.7981 2.5590
C -0.2612 10.7220 3.9477
C 0.1293 9.5678 4.6284
C 0.6479 8.4844 3.9196
H 0.5173 9.7627 0.7739
H -0.4379 11.6968 2.0306
H -0.6698 11.5659 4.4995
H 0.0296 9.5124 5.7097
H 0.9481 7.5762 4.4317
F -1.5223 10.1807 -3.3805
C -1.1195 8.9050 -3.4496
C -0.0464 8.5697 -4.2679
C 0.3767 7.2423 -4.3363
C -0.2859 6.2623 -3.5932
C -1.3653 6.6079 -2.7787
C -1.7808 7.9370 -2.7019
H 0.4508 9.3431 -4.8443
H 1.2196 6.9711 -4.9671
H 0.0415 5.2263 -3.6503
H -1.8820 5.8428 -2.2044
H -2.6123 8.2247 -2.0670
F 3.8197 -10.3305 -1.0624
C 4.4957 -9.6172 -1.9728
C 5.2123 -10.2775 -2.9648
C 5.9122 -9.5351 -3.9160
C 5.8964 -8.1393 -3.8578
C 5.1782 -7.4859 -2.8552
C 4.4695 -8.2284 -1.9110
H 5.2199 -11.3623 -2.9892
H 6.4691 -10.0417 -4.7002
H 6.4460 -7.5607 -4.5972
H 5.1708 -6.3996 -2.8095
H 3.8988 -7.7366 -1.1302
F -2.5533 -11.7657 0.8968
C -1.3405 -11.7190 0.3298
C -0.4185 -10.7726 0.7634
C 0.8462 -10.7270 0.1769
C 1.1713 -11.6221 -0.8453
C 0.2373 -12.5650 -1.2770
C -1.0233 -12.6177 -0.6826
H -0.6917 -10.0800 1.5528
H 1.5769 -9.9959 0.5141
H 2.1563 -11.5832 -1.3055
H 0.4911 -13.2580 -2.0755
H -1.7583 -13.3500 -0.9997

***

Molecular formula: C5H7NO2
Method: DFT, the ωB97M-V functional and the def2-TZVPD basis

* total energy: -10878.4015 eV
* orbital gap: 10.42 eV
* structure (SMILES): O=CCC(=O)N1CC1

Geometry (Å):
C -2.1827 0.3113 0.0001
C -1.2776 -0.6813 0.8569
C 0.1400 -0.7798 0.1800
C 1.4597 1.2553 0.1057
C 2.1954 0.0550 -0.3021
H -3.2637 0.5128 -0.0275
H -1.7203 -1.7415 0.7558
H -1.5463 0.0194 1.7635
H 1.6894 2.0854 0.8141
H 0.3308 1.4549 -0.3486
H 2.1481 -0.6476 -1.4326
H 3.3057 0.1274 -0.0598
N 1.2514 -0.1555 0.8726
O -1.5115 1.2103 -0.6719
O 0.0475 -1.4209 -0.9052

***

Molecular formula: C36H24NOPSV
Method: DFT, the ωB97M-V functional and the def2-TZVPD basis

* total energy: -87054.9107 eV
* net charge: +2
* spin multiplicity: 2
* orbital gap (alpha / beta): 6.44 / 6.72 eV

Geometry (Å):
V -0.7661 0.1968 0.0144
S -2.4094 -1.6920 -3.0673
C -1.3407 -0.6407 -3.9675
C -1.3175 -0.4089 -5.3347
C -0.3447 0.4416 -5.8251
C 0.5845 1.0448 -4.9732
C 0.5567 0.8254 -3.6105
C -0.4260 -0.0217 -3.1025
N -0.6259 -0.3784 -1.7708
C -1.6017 -1.2740 -1.6130
C -1.8345 -1.9021 -0.3104
C -2.7669 -2.9428 -0.1908
C -2.8855 -3.6395 0.9950
C -2.0562 -3.3413 2.0681
C -1.1266 -2.3066 1.9710
C -1.0307 -1.5686 0.8123
H -2.0259 -0.8816 -6.0014
H -0.2932 0.6304 -6.8885
H 1.3468 1.6874 -5.3916
H 1.2834 1.2757 -2.9503
H -3.3510 -3.2319 -1.0568
H -3.6073 -4.4410 1.0738
H -2.1468 -3.8954 2.9928
H -0.4986 -2.0735 2.8198
C 1.2760 -1.4751 5.8928
C 2.3319 -1.3845 4.9988
C 2.1572 -0.7575 3.7735
C 0.9192 -0.2031 3.4526
C -0.1526 -0.3217 4.3427
C 0.0307 -0.9558 5.5594
P 0.7230 0.7419 1.9078
C 2.4166 1.1643 1.4408
C 3.0753 0.3356 0.5332
C 4.3916 0.6023 0.1954
C 5.0387 1.7014 0.7428
C 4.3767 2.5320 1.6367
C 3.0661 2.2607 1.9973
C -0.1715 2.2439 2.4355
C -0.0833 2.8038 3.6920
C -0.9277 3.8636 4.0670
C -1.8889 4.3299 3.2125
C -2.0120 3.7891 1.9121
C -3.0040 4.2136 0.9976
C -3.0863 3.6935 -0.2727
C -2.1385 2.7666 -0.7117
C -1.1613 2.3018 0.1642
C -1.1141 2.7703 1.5152
H 1.4187 -1.9553 6.8517
H 3.3001 -1.7921 5.2560
H 2.9801 -0.7018 3.0738
H -1.1268 0.0761 4.0840
H -0.7980 -1.0427 6.2496
H 2.5482 -0.5081 0.0988
H 4.9123 -0.0469 -0.4962
H 6.0638 1.9178 0.4738
H 4.8788 3.3944 2.0541
H 2.5516 2.9014 2.7020
H 0.6297 2.4180 4.4090
H -0.8307 4.2871 5.0576
H -2.5629 5.1219 3.5141
H -3.7062 4.9757 1.3135
H -3.8552 4.0344 -0.9522
H -2.1261 2.4685 -1.7552
O 1.0553 2.4100 -0.8858
C 0.1748 1.7888 -0.4149

***

Molecular formula: C13H28FN2O4
Method: DFT, the ωB97M-V functional and the def2-TZVPD basis

* total energy: -27814.1717 eV
* net charge: +1
* orbital gap: 8.03 eV

Geometry (Å):
C -1.9453 -3.1660 3.0399
C -2.7837 -1.8066 2.8916
O -2.7488 -1.4941 1.4682
C -1.7485 -0.5028 1.2387
C -1.1273 -0.5873 -0.2374
O 0.3130 -0.6117 -0.2237
C 0.8781 0.6513 -0.5841
C 0.9673 1.5921 0.6805
C 1.1066 3.1528 0.3089
C 0.8170 3.9289 1.6792
O 0.7665 5.3500 1.4621
N 1.8388 3.5763 2.7051
C 1.9801 2.1135 2.9517
F 3.0665 1.8663 3.8142
C 2.2418 1.2777 1.6144
H -2.5160 -3.9344 2.4464
H -1.7921 -3.4591 4.1165
H -0.9362 -2.9547 2.5659
H -3.8338 -1.9174 3.2729
H -2.2776 -0.9960 3.5019
H -2.2249 0.5170 1.4205
H -0.8602 -0.5820 1.9397
H -1.4720 -1.5210 -0.7592
H -1.5447 0.2926 -0.8180
H 1.9245 0.4661 -0.9711
H 0.3151 1.1380 -1.4427
H 0.0711 1.5282 1.3724
H 2.1930 3.3923 0.0752
H 0.4169 3.4718 -0.5155
H -0.2318 3.6205 1.9783
H -0.1719 5.5388 1.2792
H 2.7447 3.9969 2.4475
H 1.5294 4.0048 3.5977
H 1.0485 1.6685 3.4014
H 2.2351 0.1877 1.8959
H 3.2093 1.5767 1.1139
C 0.5775 -2.3201 -5.9025
C 0.6408 -1.8329 -4.4799
O 1.4171 -0.9540 -4.1261
N -0.1991 -2.3982 -3.5723
C -1.1839 -3.4407 -3.7831
H 1.3048 -1.7745 -6.5010
H 0.8203 -3.3834 -5.9481
H -0.4159 -2.1420 -6.3183
H -0.0943 -2.0169 -2.6433
H -2.1654 -3.0524 -3.5025
H -0.9392 -4.2847 -3.1349
H -1.2109 -3.7757 -4.8163

***

Molecular formula: C3H6N2OS
Method: DFT, the ωB97M-V functional and the def2-TZVPD basis

* total energy: -19067.8176 eV
* orbital gap: 8.65 eV
* structure (SMILES): [H]/N=C/NC(=S)OC

Geometry (Å):
C 0.3035 -2.0414 -0.7159
C 0.4875 0.3072 0.2441
C -1.9239 0.3634 -0.0250
H 1.1813 -2.6142 -1.1819
H 0.2410 -2.1263 0.3953
H -0.6989 -2.3344 -1.2204
H -0.9788 0.9592 1.5642
H -2.6327 1.0742 0.7434
H -2.9279 -0.0786 -1.5352
N -0.7904 0.4916 0.5818
N -2.0246 -0.4659 -1.1629
O 0.6504 -0.5513 -0.8255
S 1.6947 1.0985 0.9305

***

Molecular formula: C3H13NO2S
Method: DFT, the ωB97M-V functional and the def2-TZVPD basis

* total energy: -19740.5001 eV
* orbital gap: 9.21 eV
* structure (SMILES): NCCCS.O.O

Geometry (Å):
C -0.4686 -0.1726 -1.3519
C -1.5950 0.7707 -0.8451
C -2.9050 0.1815 -1.3185
S -4.1383 1.4423 -0.8678
N 0.7634 0.6246 -1.0671
H -0.7751 -0.2084 -2.4628
H -0.3430 -1.2297 -0.9908
H -1.6125 0.7507 0.2504
H -1.3612 1.6725 -1.4914
H -3.2252 -0.7818 -0.8809
H -2.6452 0.0973 -2.4019
H -4.8169 0.8516 0.0250
H 1.4519 0.1233 -0.6003
H 0.3979 1.3079 -0.4060
H 2.3198 -2.8322 4.5893
H 1.7731 -1.9149 3.5452
O 2.5777 -2.2513 3.8977
H 5.1909 0.1422 1.4130
H 4.3309 0.6020 0.2436
O 5.0805 0.8242 0.7202